Model P:
ORCA calculation (wB97M-V/def2-TZVPD) on 2 unconnected molecules or ions with the total composition CHClFO3.

Positions of all 7 atoms, in Å:
C -0.03792 -0.76162 -0.25444
O -3.67118 0.27495 0.20403
O -1.93497 -0.94778 0.43445
O -2.82679 -0.41233 -0.30424
F -0.28473 -0.68579 -1.54167
Cl 0.82570 -2.09354 0.22474
H -0.18449 0.15796 0.44658

Properties
**LUMO level (spin up / spin down)**: -8.432 / -8.298 eV
**Net charge**: +1
**Orbital gap (spin up / spin down)**: 0.3488 / 0.3526 hartree
**E_HOMO (spin up / spin down)**: -0.6586 / -0.6576 hartree

Mulliken population analysis, charges in e, atoms 1 to 6: C 0.42; O -0.05; O -0.27; O 0.48; F -0.05; Cl 0.14

=====

Model Q:
ORCA calculation (wB97M-V/def2-TZVPD) on 2 unconnected molecules or ions with the total composition CHClFO3.

Positions of all 7 atoms, in Å:
C -0.58424 1.19506 0.48213
O -0.29405 -0.78254 -0.61272
O -0.29569 0.60711 1.43124
O -0.49438 0.41448 -0.83389
F 1.36066 -1.55673 0.01409
Cl -1.05846 2.64044 -0.12299
H 1.36616 -2.51782 -0.35786

Properties
**LUMO level (spin up / spin down)**: -9.588 / -9.613 eV
**Net charge**: +1
**Orbital gap (spin up / spin down)**: 0.3168 / 0.3162 hartree
**E_HOMO (spin up / spin down)**: -0.6692 / -0.6695 hartree

Mulliken population analysis, charges in e, atoms 1 to 6: C 0.64; O 0.16; O -0.18; O 0.19; F -0.34; Cl 0.06

=====

Model R:
ORCA calculation (wB97M-V/def2-TZVPD) on 2 unconnected molecules or ions with the total composition CHClFO3.

Positions of all 7 atoms, in Å:
C -1.45010 0.17697 -0.18534
O 3.04085 -0.27424 0.31030
O 0.91248 -0.32343 0.31502
O 1.97546 0.26891 0.12452
F -1.44882 0.24154 -1.42870
Cl -1.86255 -1.16470 0.61841
H -1.16733 1.07494 0.24578

Properties
**LUMO level (spin up / spin down)**: -7.514 / -7.514 eV
**Net charge**: +1
**Orbital gap (spin up / spin down)**: 0.3326 / 0.3325 hartree
**E_HOMO (spin up / spin down)**: -0.6088 / -0.6086 hartree

Mulliken population analysis, charges in e, atoms 1 to 6: C 0.47; O -0.13; O -0.31; O 0.46; F 0.00; Cl 0.18

=====

It is model Q that is most stable; the runner-up trails by 1.967 eV.

=====

Model P:
ORCA calculation (wB97M-V/def2-TZVPD) on 3 unconnected molecules or ions with the total composition C3H14NO2.

Positions of all 20 atoms, in Å:
C -1.84413 0.04500 1.28643
C -1.51847 -0.37151 -0.12995
C -1.47040 0.68907 -1.18975
N -0.17670 -1.12111 -0.11403
H -2.09974 -0.83843 1.87279
H -1.00014 0.47445 1.81882
H -2.65401 0.76511 1.24884
H -2.23770 -1.12035 -0.45057
H -0.96780 1.60734 -0.90674
H -2.47487 1.00791 -1.47950
H -0.99426 0.40748 -2.13497
H -0.21268 -1.75056 0.67810
H 0.05990 -1.54909 -1.02118
H 0.52939 -0.38512 -0.02197
H 2.35218 1.83795 0.65613
H 1.13471 2.75510 0.70608
O 1.38546 1.82991 0.60643
H 3.24422 -1.34671 -1.16803
H 2.53829 -1.97512 0.07594
O 2.57114 -1.19177 -0.48222

Properties
**LUMO level**: -3.190 eV
**Net charge**: +1
**Orbital gap**: 0.4431 hartree
**E_HOMO**: -0.5604 hartree

Mulliken population analysis, charges in e, atoms 1 to 6: C -1.32; C 0.40; C -1.42; N -0.31; H 0.43; H 0.34

=====

Model Q:
ORCA calculation (wB97M-V/def2-TZVPD) on 3 unconnected molecules or ions with the total composition C3H14NO2.

Positions of all 20 atoms, in Å:
C -2.53872 -1.05312 -0.61936
C -1.11105 -0.96342 -0.11641
N -0.66816 0.47414 -0.01101
C 0.55843 0.66172 0.88769
H -2.74759 -0.82886 -1.67712
H -2.87544 -2.07345 -0.46611
H -3.17324 -0.37908 -0.04160
H -0.91545 -1.32437 0.89789
H -0.40708 -1.59671 -0.65427
H -1.27667 1.17639 0.39653
H -0.38469 0.72697 -0.95986
H 1.29375 1.10333 0.25597
H 0.87312 -0.25084 1.35649
H 0.24799 1.37460 1.65530
H 2.88544 -1.81711 0.80653
H 2.13009 -3.09127 1.43174
O 2.21644 -2.47651 0.69974
H 1.96979 3.18247 -0.49183
H 1.94679 3.99846 -1.90358
O 1.97626 3.15667 -1.44671

Properties
**LUMO level**: -3.220 eV
**Net charge**: +1
**Orbital gap**: 0.4315 hartree
**E_HOMO**: -0.5498 hartree

Mulliken population analysis, charges in e, atoms 1 to 6: C -1.18; C -0.37; N -0.16; C -0.67; H 0.35; H 0.34

=====

Model R:
ORCA calculation (wB97M-V/def2-TZVPD) on 3 unconnected molecules or ions with the total composition C3H14NO2.

Positions of all 20 atoms, in Å:
C -0.82951 0.18492 0.34940
C -0.25917 -0.02274 -1.07124
C -1.30221 -0.67810 -1.95194
N 0.29727 0.09684 1.36761
H -1.27101 1.16988 0.46435
H -1.49376 -0.62054 0.60673
H 0.69783 -0.52089 -0.98280
H -0.05958 0.98927 -1.43511
H -1.56601 -1.68427 -1.64255
H -2.22141 -0.09644 -1.94631
H -0.96709 -0.70456 -2.98518
H 0.86808 -0.70566 1.06775
H 0.90071 0.90010 1.16096
H 0.03551 0.07654 2.34642
H -0.00201 3.34989 -0.39182
H 0.97568 3.69386 0.72641
O 0.34488 3.01723 0.44585
H 2.69187 -2.55087 1.42568
H 1.41968 -3.39474 1.14746
O 1.74023 -2.49972 1.29833

Properties
**LUMO level**: -2.947 eV
**Net charge**: +1
**Orbital gap**: 0.4662 hartree
**E_HOMO**: -0.5745 hartree

Mulliken population analysis, charges in e, atoms 1 to 6: C -0.70; C -0.24; C -1.33; N -0.19; H 0.42; H 0.43

=====

It is model R that is most stable; the runner-up trails by 0.096 eV.

=====

Model P:
ORCA calculation (wB97M-V/def2-TZVPD) on 3 unconnected molecules or ions with the total composition C3H14NO2.

Positions of all 20 atoms, in Å:
C -1.21989 0.04927 -0.16697
C 0.04345 0.44877 -0.99411
C -0.04787 1.90625 -1.44064
N -0.91241 -1.18360 0.70118
H -2.04328 -0.14522 -0.86498
H -1.35641 0.94306 0.41042
H 0.82301 0.46939 -0.22626
H 0.22994 -0.31804 -1.74226
H -0.45177 2.63883 -0.73857
H -0.88929 2.00294 -2.15400
H 0.78606 2.29068 -2.01938
H -0.43992 -0.88263 1.56338
H -0.25577 -1.81943 0.18418
H -1.78008 -1.63553 0.98265
H 1.33046 -3.13033 -0.04008
H 2.31614 -2.03915 -0.33660
O 1.38551 -2.24450 -0.41816
H 1.08429 1.45014 1.88726
H 0.72793 0.55279 3.18389
O 0.66988 0.64631 2.22906

Properties
**LUMO level**: -3.119 eV
**Net charge**: +1
**Orbital gap**: 0.4381 hartree
**E_HOMO**: -0.5527 hartree

Mulliken population analysis, charges in e, atoms 1 to 6: C -0.72; C -0.26; C -1.39; N -0.16; H 0.44; H 0.37

=====

Model Q:
ORCA calculation (wB97M-V/def2-TZVPD) on 3 unconnected molecules or ions with the total composition C3H14NO2.

Positions of all 20 atoms, in Å:
C 1.20320 -1.54617 -1.01009
C 1.25674 -0.74996 0.29899
N 0.56705 0.62941 0.37287
C -0.85565 0.61605 0.18870
H 0.10146 -1.80867 -1.14615
H 1.62135 -1.02938 -1.83121
H 1.83367 -2.41851 -0.90054
H 0.82420 -1.24255 1.17916
H 2.26755 -0.58390 0.34563
H 0.84415 1.27519 -0.43397
H 0.93013 1.17703 1.14778
H -1.24067 1.38889 -0.47540
H -1.37597 0.40105 1.12250
H -1.18251 -0.35563 -0.39341
H 1.96061 1.81463 -2.77917
H 0.48472 2.12449 -3.07550
O 1.05565 1.70601 -2.39798
H -3.43087 0.22624 3.05726
H -3.75623 -0.95205 3.69461
O -3.10855 -0.67217 3.03593

Properties
**LUMO level**: -2.991 eV
**Net charge**: +1
**Orbital gap**: 0.4232 hartree
**E_HOMO**: -0.5332 hartree

Mulliken population analysis, charges in e, atoms 1 to 6: C -0.92; C -0.56; N -0.06; C -0.80; H 0.31; H 0.28

=====

It is model P that is most stable; the runner-up trails by 0.853 eV.

=====

Model P:
ORCA calculation (wB97M-V/def2-TZVPD) on a molecular structure, C8H5Cl2NO4Sn.

Positions of all 21 atoms, in Å:
Sn 0.28838 0.20305 1.66808
O -3.36854 1.06398 -0.31287
C -2.21850 0.90926 0.02514
O -1.76691 0.14605 0.97427
C -1.10617 1.64550 -0.71118
C -1.26898 2.40500 -1.85322
C -0.13376 2.94680 -2.44494
C 1.12383 2.70318 -1.90476
C 1.20213 1.92995 -0.76297
N 0.10109 1.45532 -0.19314
C 2.49337 1.48054 -0.08801
O 3.55065 1.93131 -0.46144
O 2.28497 0.60465 0.84745
H -2.26238 2.54377 -2.25461
H -0.22762 3.54458 -3.34212
H 2.03478 3.07945 -2.34735
Cl 0.99509 -1.97486 -0.32142
C -0.26819 -3.21266 -0.57320
Cl -1.77767 -2.52617 -1.15370
H -0.44014 -3.70426 0.37629
H 0.11468 -3.90092 -1.31643

Properties
**LUMO level**: -1.062 eV
**Orbital gap**: 0.3162 hartree
**E_HOMO**: -0.3553 hartree

Mulliken population analysis, charges in e, atoms 1 to 6: Sn 0.85; O -0.64; C 0.38; O -0.62; C 0.41; C -0.53

=====

Model Q:
ORCA calculation (wB97M-V/def2-TZVPD) on a molecular structure, C8H5Cl2NO4Sn.

Positions of all 21 atoms, in Å:
Sn -0.39984 0.17743 -0.29093
O 2.17896 3.26652 1.12126
C 1.40089 2.35357 0.96646
O 0.79506 1.99935 -0.12621
C 1.04705 1.46484 2.14963
C 1.46052 1.67146 3.45075
C 1.01476 0.78715 4.42691
C 0.17136 -0.26495 4.08737
C -0.19571 -0.40179 2.76317
N 0.25293 0.44566 1.84563
C -1.14028 -1.46447 2.22151
O -1.55870 -2.32156 2.96509
O -1.40763 -1.30263 0.96092
H 2.10788 2.50834 3.66896
H 1.31791 0.92378 5.45683
H -0.20809 -0.97013 4.81251
Cl 2.39087 -1.73286 -0.40589
C 3.61137 -2.05157 0.84607
Cl 3.15569 -1.40922 2.42230
H 4.53304 -1.57705 0.53336
H 3.71795 -3.12581 0.93026

Properties
**LUMO level**: -1.377 eV
**Orbital gap**: 0.3078 hartree
**E_HOMO**: -0.3584 hartree

Mulliken population analysis, charges in e, atoms 1 to 6: Sn 0.91; O -0.62; C 0.50; O -0.63; C 0.16; C -0.34

=====

It is model P that is most stable; the runner-up trails by 0.061 eV.